P | Molecular formula: C5H6N2
Method: DFT, ωB97M-V/def2-TZVPD

```
13
Properties=species:S:1:pos:R:3
N -2.385 1.299 -0.021
C -1.418 1.036 0.558
C -0.119 0.530 0.970
C 0.019 -0.997 0.781
C 0.857 -0.670 -0.440
C 0.282 0.337 -1.345
N 0.937 0.799 -0.121
H 0.199 0.921 1.935
H -0.899 -1.577 0.654
H 0.639 -1.442 1.563
H 1.743 -1.222 -0.734
H -0.789 0.507 -1.434
H 0.828 0.574 -2.248
```

The multiplicity is 1. The net charge is 0. The value obtained for the HOMO energy is -9.89 eV. Its SMILES is N#C[C@H]1C[C@H]2CN21.

---

Q | Molecular formula: C5H6N2
Method: DFT, ωB97M-V/def2-TZVPD

```
13
Properties=species:S:1:pos:R:3
N -2.005 -2.011 -1.274
C -1.314 -1.086 -1.185
C -0.428 0.062 -1.252
C -0.092 0.993 -0.177
C -0.118 0.315 1.180
C 1.164 -0.371 0.704
N 0.979 0.111 -0.730
H -0.537 0.562 -2.216
H -0.004 2.058 -0.363
H -0.071 0.976 2.045
H -0.955 -0.380 1.287
H 2.036 0.196 1.048
H 1.346 -1.427 0.934
```

The multiplicity is 1. The net charge is 0. The value obtained for the HOMO energy is -9.72 eV. Its SMILES is N#C[C@H]1[C@H]2CCN21.

---

Of them, Q has the lowest stability.

---

P | Molecular formula: C5H6N2
Method: DFT, ωB97M-V/def2-TZVPD

```
13
Properties=species:S:1:pos:R:3
N -0.599 1.495 1.224
C -0.187 0.487 1.847
C -1.136 0.130 0.819
C -0.598 -0.498 -0.454
C 0.411 0.367 -1.262
C 1.355 -0.655 -0.698
N 0.521 -1.432 -0.109
H -2.172 -0.077 1.084
H -1.395 -0.975 -1.034
H 0.291 0.315 -2.348
H 0.526 1.408 -0.946
H 2.439 -0.784 -0.723
H 0.544 0.218 2.599
```

The multiplicity is 1. The net charge is 0. The value obtained for the HOMO energy is -9.82 eV.

---

Q | Molecular formula: C5H6N2
Method: DFT, ωB97M-V/def2-TZVPD

```
13
Properties=species:S:1:pos:R:3
C 1.248 -1.543 -0.970
C 0.885 -0.245 -1.037
C -0.770 -0.387 0.793
C -1.474 0.578 1.480
C -0.324 1.621 -0.007
H 1.078 -2.283 -0.132
H 1.897 -1.818 -1.803
H 1.111 0.470 -1.927
H -0.648 -1.480 1.015
H -2.144 0.560 2.335
H 0.277 2.362 -0.594
N -0.018 0.317 -0.122
N -1.119 1.848 0.969
```

The multiplicity is 1. The net charge is 0. The value obtained for the HOMO energy is -8.99 eV. Its SMILES is C=Cn1ccnc1.

---

R | Molecular formula: C5H6N2
Method: DFT, ωB97M-V/def2-TZVPD

```
13
Properties=species:S:1:pos:R:3
C 2.125 -0.548 0.187
C 0.945 0.267 0.246
C -1.406 -0.467 0.097
C 0.813 1.581 -0.050
C -2.610 -0.885 -0.016
N 2.270 -1.751 -0.093
N -0.281 -0.467 0.573
H 2.944 0.044 0.391
H -0.240 1.869 0.109
H 1.545 2.331 -0.261
H -2.753 -1.861 -0.479
H -3.364 -0.161 0.312
H 1.367 -2.181 -0.223
```

The multiplicity is 1. The net charge is 0. The value obtained for the HOMO energy is -8.85 eV. Its SMILES is [H]/N=C\C(=C)N=C=C.

---

S | Molecular formula: C5H6N2
Method: DFT, ωB97M-V/def2-TZVPD

```
13
Properties=species:S:1:pos:R:3
N 2.762 -0.399 1.368
C 2.212 -0.318 0.344
C 1.500 -0.367 -0.871
C 0.127 -0.036 -0.815
C -0.864 -0.541 0.372
C -1.443 0.857 0.545
N -0.149 1.139 0.028
H 2.091 -0.428 -1.797
H -0.379 -0.032 -1.815
H -1.545 -1.306 -0.017
H -0.344 -0.934 1.291
H -2.287 1.080 -0.132
H -1.548 1.300 1.542
```

The multiplicity is 1. The net charge is 0. The value obtained for the HOMO energy (spin up / spin down) is -8.76 / -8.87 eV.

---

Of them, S has the lowest stability.

---

P | Molecular formula: C2H5FSi
Method: DFT, ωB97M-V/def2-TZVPD

```
9
Properties=species:S:1:pos:R:3
C 1.486 -0.305 0.006
C 0.515 0.424 -0.303
F 2.773 -0.036 0.139
Si -1.313 0.129 0.004
H 1.285 -2.087 0.952
H 0.889 1.481 -0.700
H -1.750 1.569 -0.076
H -1.986 -0.661 1.117
H -1.898 -0.514 -1.140
```

The multiplicity is 1. The net charge is 0. The value obtained for the HOMO energy (spin up / spin down) is -10.12 / -10.14 eV.

---

Q | Molecular formula: C2H5FSi
Method: DFT, ωB97M-V/def2-TZVPD

```
9
Properties=species:S:1:pos:R:3
C 1.068 0.869 0.262
C -0.233 1.001 -0.032
F -3.114 0.329 -0.219
Si -1.670 -0.240 0.266
H 1.943 1.564 -0.051
H 1.674 0.019 0.663
H -0.690 1.838 -0.622
H -0.813 -2.985 -0.685
H -2.244 -1.073 1.292
```

The multiplicity is 1. The net charge is 0. The value obtained for the HOMO energy (spin up / spin down) is -10.03 / -7.37 eV.

---

R | Molecular formula: C2H5FSi
Method: DFT, ωB97M-V/def2-TZVPD

```
9
Properties=species:S:1:pos:R:3
C 1.705 -0.072 -0.274
C 0.413 -0.019 -0.618
F -0.021 0.926 -1.572
Si -1.504 -0.150 0.646
H 2.009 -0.737 0.519
H 2.356 0.419 -0.937
H -1.226 -1.372 1.314
H -1.325 1.037 1.436
H -2.407 -0.031 -0.514
```

The multiplicity is 1. The net charge is 0. The value obtained for the HOMO energy is -9.61 eV. Its SMILES is C=C(F)[SiH3].

---

Of them, P has the lowest stability.

---

P | Molecular formula: C6H16N2
Method: DFT, ωB97M-V/def2-TZVPD

```
24
Properties=species:S:1:pos:R:3
C 0.788 1.750 -2.025
C 1.811 0.682 -1.801
C -0.249 1.872 -0.953
N -1.151 0.619 -0.908
C -1.245 0.160 0.460
C -1.269 -1.351 0.743
N 0.048 -1.721 1.280
C 0.172 -1.771 2.720
H 0.302 1.641 -2.984
H 1.370 2.758 -2.069
H 2.785 0.809 -1.178
H 1.448 -0.229 -1.296
H 2.163 0.348 -2.730
H -0.956 2.780 -1.226
H 0.141 1.994 0.164
H -0.881 -0.123 -1.551
H -2.295 0.670 0.875
H -0.533 0.505 1.070
H -1.386 -1.931 -0.214
H -2.176 -1.631 1.370
H 0.384 -2.563 0.866
H -0.648 -2.335 3.363
H 0.241 -0.710 3.034
H 1.139 -2.221 2.991
```

The multiplicity is 1. The net charge is 0. The value obtained for the HOMO energy is -8.35 eV. Its SMILES is CCCNCCNC.

---

Q | Molecular formula: C6H16N2
Method: DFT, ωB97M-V/def2-TZVPD

```
24
Properties=species:S:1:pos:R:3
C -1.337 -1.281 0.219
N 0.105 -1.045 0.199
C 0.607 -0.629 -1.104
C 2.090 -0.243 -1.046
C 2.384 1.246 -1.369
N 2.442 2.126 -0.221
C -2.180 -0.098 0.712
C -2.864 -0.369 2.056
H -1.627 -1.557 -0.792
H -1.551 -2.160 0.825
H 0.372 -0.356 0.889
H 0.046 0.235 -1.488
H 0.461 -1.452 -1.802
H 2.502 -0.455 -0.059
H 2.682 -0.866 -1.720
H 3.340 1.316 -1.889
H 1.612 1.574 -2.057
H 2.875 1.716 0.592
H 1.582 2.595 0.026
H -1.556 0.797 0.811
H -2.945 0.176 -0.009
H -3.587 -1.179 1.973
H -3.325 0.547 2.441
H -2.128 -0.640 2.811
```

The multiplicity is 1. The net charge is 0. The value obtained for the HOMO energy is -8.56 eV. Its SMILES is CCCNCCCN.

---

Of them, P has the lowest stability.

---

P | Molecular formula: C3H9NO
Method: DFT, ωB97M-V/def2-TZVPD

```
14
Properties=species:S:1:pos:R:3
O 1.889 1.388 -2.110
C 0.737 1.065 -2.082
H -0.066 1.693 -2.534
H 0.420 0.180 -1.496
C -0.115 -1.103 2.225
N -0.493 -0.253 1.111
C -1.631 -0.834 0.432
H -0.852 -1.095 3.023
H 0.840 -0.770 2.677
H 0.079 -2.074 1.753
H -0.550 0.747 1.188
H -2.499 -0.391 0.924
H -1.680 -0.695 -0.669
H -1.678 -1.918 0.682
```

The multiplicity is 1. The net charge is 0. The value obtained for the HOMO energy is -8.61 eV. Its SMILES is C=O.CNC.

---

Q | Molecular formula: C3H9NO
Method: DFT, ωB97M-V/def2-TZVPD

```
14
Properties=species:S:1:pos:R:3
C -1.066 -0.085 -0.412
C 0.202 0.383 -0.593
C 1.312 -0.565 -0.889
O 2.955 -0.924 1.004
N -2.883 1.240 0.947
H -1.803 0.493 0.237
H -1.499 -1.056 -0.705
H 0.556 1.325 -0.169
H 2.081 -0.982 -0.018
H 2.109 -0.086 -1.489
H 0.918 -1.346 -1.562
H 3.895 -1.079 1.188
H -3.322 2.135 1.058
H -3.455 0.547 1.402
```

The multiplicity is 1. The net charge is 0. The value obtained for the HOMO energy is -8.15 eV.

---

R | Molecular formula: C3H9NO
Method: DFT, ωB97M-V/def2-TZVPD

```
14
Properties=species:S:1:pos:R:3
C -0.205 1.178 -0.244
C 0.670 0.130 0.455
C 0.303 -1.279 -0.008
O 1.272 -2.246 0.404
N -1.644 0.910 -0.088
H 0.057 2.170 0.156
H 0.093 1.194 -1.282
H 1.705 0.363 0.222
H 0.486 0.169 1.537
H -0.668 -1.610 0.359
H 0.178 -1.263 -1.095
H 1.875 -2.360 -0.333
H -1.953 1.347 0.774
H -2.170 1.299 -0.856
```

The multiplicity is 1. The net charge is 0. The value obtained for the HOMO energy is -9.27 eV. Its SMILES is NCCCO.

---

Of them, Q has the lowest stability.

---

P | Molecular formula: C3H9NO
Method: DFT, ωB97M-V/def2-TZVPD

```
14
Properties=species:S:1:pos:R:3
C -0.441 1.387 0.082
C -0.305 -0.059 -0.381
C 0.923 -0.703 0.269
H -0.653 1.398 1.171
H -1.269 1.885 -0.416
H 0.510 1.929 -0.066
H -0.193 -0.113 -1.471
H -1.703 -0.733 0.933
H -1.414 -1.754 -0.335
H 0.955 -1.762 -0.008
H 0.809 -0.662 1.369
H 2.195 -0.007 -1.022
N -1.542 -0.780 -0.081
O 2.127 -0.025 -0.044
```

The multiplicity is 1. The net charge is 0. The value obtained for the HOMO energy is -9.40 eV. Its SMILES is C[C@H](N)CO.

---

Q | Molecular formula: C3H9NO
Method: DFT, ωB97M-V/def2-TZVPD

```
14
Properties=species:S:1:pos:R:3
N -1.723 -1.149 -0.049
C -0.746 -0.141 0.419
C 0.545 1.724 -0.671
C -0.067 0.555 -0.742
H -1.786 -1.860 0.675
H -2.641 -0.716 -0.004
H -0.042 -0.584 1.114
H -1.249 0.647 0.984
H 0.769 2.279 -1.572
H 0.760 2.199 0.278
H -0.339 0.191 -1.729
H 1.652 -1.117 -0.149
H 2.353 -0.844 1.165
O 2.513 -1.182 0.281
```

The multiplicity is 1. The net charge is 0. The value obtained for the HOMO energy is -9.74 eV. Its SMILES is C=CCN.O.

---

Of them, Q has the lowest stability.